# 1
Molecular formula: C5H21NO7
Method: DFT, ωB97M-V with the def2-TZVPD basis set

Properties
- ΔE to the lowest compared entry with this formula, charge and spin (kcal/mol) = 9.1
- LUMO energy (eV) = 5.782
- E (Ha) = -784.48172
- HOMO (Eh) = -0.03732
- net charge = -2

Geometry (Å):
C (-1.773, -0.741, -1.150)
C (-0.512, -0.544, -0.231)
C (-0.755, -1.228, 1.116)
C (-0.184, -0.430, 2.330)
O (-0.534, 0.935, 2.307)
N (0.643, -1.162, -0.926)
C (1.228, -0.254, -2.020)
O (1.579, 0.952, -1.603)
H (-2.391, -1.655, -1.056)
H (-2.469, 0.074, -0.998)
H (-1.473, -0.713, -2.206)
H (-0.503, 0.539, -0.089)
H (-0.425, -2.252, 1.311)
H (-1.847, -1.093, 1.177)
H (0.900, -0.368, 2.422)
H (-0.603, -0.821, 3.266)
H (1.414, -1.252, -0.271)
H (2.170, -0.841, -2.229)
H (0.518, -0.408, -2.881)
H (0.102, -2.731, -2.145)
H (-1.299, -3.181, -1.914)
O (-0.580, -3.335, -2.517)
H (2.525, 2.522, -0.608)
H (3.014, 1.217, -0.394)
O (3.285, 2.132, -0.171)
H (-1.848, 1.342, 1.963)
H (-3.002, 0.738, 0.834)
O (-2.827, 1.413, 1.492)
H (-0.270, 2.423, -0.956)
H (-1.614, 2.635, -0.214)
O (-0.992, 3.074, -0.828)
H (2.264, 0.451, 2.314)
H (3.315, 1.583, 2.111)
O (2.943, 0.981, 2.764)

=====

# 2
Molecular formula: C5H22BaO7
Method: DFT, ωB97M-V with the def2-TZVPD basis set

Properties
- ΔE to the lowest compared entry with this formula, charge and spin (kcal/mol) = 29.1
- LUMO energy (eV) = 0.078
- E (Ha) = -755.79599
- HOMO (Eh) = -0.26212

Geometry (Å):
Ba (0.522, 30.238, -20.827)
O (1.451, 31.780, -18.888)
H (0.805, 32.507, -18.977)
O (-1.438, 28.744, -21.663)
H (-2.062, 28.341, -21.028)
C (-0.780, 33.771, -20.822)
O (-1.211, 32.393, -20.704)
H (0.293, 33.931, -20.928)
H (-1.187, 34.148, -21.760)
H (-1.139, 34.399, -20.007)
H (-2.004, 32.405, -20.163)
C (1.043, 33.015, -23.619)
O (1.655, 32.275, -22.565)
H (1.403, 32.470, -24.492)
H (-0.041, 32.958, -23.719)
H (1.396, 34.045, -23.672)
H (2.600, 32.163, -22.691)
C (-1.471, 28.553, -17.853)
O (-0.492, 29.450, -18.324)
H (-1.400, 28.019, -16.905)
H (-2.454, 29.010, -17.745)
H (-1.746, 27.859, -18.647)
H (-0.531, 30.172, -17.692)
C (1.686, 27.066, -19.206)
O (1.555, 27.686, -20.536)
H (1.784, 27.767, -18.377)
H (0.795, 26.449, -19.086)
H (2.522, 26.380, -19.071)
H (1.418, 27.051, -21.242)
C (2.312, 29.218, -24.165)
O (2.380, 29.299, -22.758)
H (1.811, 28.311, -24.502)
H (1.904, 30.170, -24.505)
H (3.293, 29.017, -24.596)
H (3.048, 28.637, -22.565)

=====

# 3
Molecular formula: C5H22N2O5
Method: DFT, ωB97M-V with the def2-TZVPD basis set

Properties
- ΔE to the lowest compared entry with this formula, charge and spin (kcal/mol) = 61.6
- LUMO energy (eV) = 0.230
- E (Ha) = -689.32455
- HOMO (Eh) = -0.26114
- SMILES = CCC/C(N)=C/N.O.O.O.O.O

Geometry (Å):
C (-3.305, 0.550, 0.322)
C (-2.510, -0.543, 0.923)
C (-1.271, -0.933, 0.160)
C (-0.693, 0.295, -0.533)
N (-0.784, 0.511, -1.895)
C (0.027, 1.074, 0.278)
N (0.917, 1.995, -0.280)
H (-4.358, 0.411, 0.512)
H (-3.239, 0.415, -0.826)
H (-2.992, 1.517, 0.755)
H (-3.148, -1.488, 1.146)
H (-2.387, -0.253, 1.953)
H (-0.578, -1.311, 0.950)
H (-1.296, -1.845, -0.381)
H (-0.479, 1.418, -2.280)
H (-0.507, -0.254, -2.528)
H (0.087, 1.048, 1.367)
H (1.652, 2.423, 0.353)
H (0.703, 2.488, -1.166)
O (2.610, -0.631, 0.051)
H (3.432, -0.308, -0.232)
H (2.075, 0.162, 0.271)
O (1.896, -1.253, 2.601)
H (2.481, -1.478, 3.326)
H (2.052, -0.916, 1.735)
O (1.777, -2.122, -2.383)
H (1.687, -1.578, -1.573)
H (1.467, -2.954, -1.963)
O (1.096, 0.051, -3.878)
H (1.401, -0.781, -3.434)
H (1.842, 0.516, -4.161)
O (-0.170, 1.070, 3.845)
H (0.416, 0.745, 3.156)
H (0.098, 1.960, 3.807)

=====

# 4
Molecular formula: C5H22NO5
Method: DFT, ωB97M-V with the def2-TZVPD basis set

Properties
- ΔE to the lowest compared entry with this formula, charge and spin (kcal/mol) = 67.7
- LUMO energy (spin up / spin down) (eV) = 0.336 / 0.184
- E (Ha) = -634.44774
- HOMO (spin up / spin down) (Eh) = -0.09023 / -0.29922
- multiplicity = 2

Geometry (Å):
C (0.137, 2.193, 1.738)
C (1.656, 1.849, 1.468)
C (1.856, 0.711, 0.571)
C (1.658, -0.622, 0.850)
C (1.886, -1.630, -0.274)
N (-0.775, 1.081, 1.308)
H (-0.309, 3.079, 1.254)
H (0.068, 2.364, 2.815)
H (1.987, 1.687, 2.529)
H (1.957, 2.845, 1.049)
H (2.285, 0.886, -0.421)
H (1.551, -1.143, 1.791)
H (2.926, -1.607, -0.667)
H (1.062, -1.557, -0.968)
H (1.656, -2.600, 0.191)
H (-0.397, 0.286, 0.728)
H (-1.378, 1.504, 0.594)
H (-1.161, 0.760, 2.201)
H (-1.234, -1.406, -1.156)
H (-0.138, -2.363, -1.824)
O (-0.811, -2.276, -1.151)
H (-2.729, -1.377, -2.058)
H (-3.521, -0.180, -1.476)
O (-2.688, -0.425, -1.895)
H (-0.924, -3.169, 2.194)
H (-2.323, -2.395, 2.109)
O (-1.365, -2.316, 2.241)
H (1.783, 0.138, -2.348)
H (1.033, 0.398, -3.683)
O (0.942, 0.409, -2.727)
H (-1.265, 0.946, -1.617)
H (-1.856, 2.137, -2.111)
O (-1.567, 1.792, -1.257)